Entry 1:
ORCA calculation (wB97M-V/def2-TZVPD) on a 2-piece molecular cluster, C7H16ClPS2 overall in a non-equilibrium geometry.

XYZ file:
```
27
Properties=species:S:1:pos:R:3:forces:R:3:lowdin_charge:R:1
C -2.948376 0.906732 -1.181213 -0.267 -3.252 0.082 -0.056
C -3.922985 0.309074 1.026917 3.098 -1.229 1.527 -0.111
C 2.505666 -0.719318 1.269702 -0.094 2.198 -2.690 -0.093
C 1.181144 -2.206400 -0.345416 1.509 -0.292 -0.845 -0.153
C 2.545530 -0.293645 -1.227181 5.546 -0.943 0.169 -0.139
C -3.212157 -0.032205 -0.246908 -1.006 2.299 -0.805 -0.271
C 1.705363 -0.813488 -0.135190 0.612 0.222 3.072 -0.837
P 0.125249 2.222463 0.130362 0.908 0.465 0.998 -0.013
S 1.919884 2.674675 1.359877 -0.834 0.579 0.448 0.274
S 0.074833 0.140018 0.008650 0.640 -0.028 -0.094 0.547
Cl 0.943361 3.067693 -1.579166 -0.156 -0.318 -0.415 0.060
H -2.671717 0.574448 -2.182770 0.309 0.278 0.286 0.061
H -3.200924 1.901127 -1.044430 -0.206 1.910 0.367 0.030
H 1.457889 3.715892 2.164993 0.002 -0.941 -0.924 -0.168
H -3.821236 1.358287 1.141097 -1.035 1.153 0.150 0.054
H -3.341323 -0.055109 1.952664 -0.584 0.120 -1.289 0.096
H -4.859111 -0.190240 1.112140 -1.062 0.252 -0.094 0.060
H 2.012950 -1.394673 1.866525 -0.920 -1.184 2.102 0.038
H 3.577620 -0.913646 1.231866 -0.066 -0.645 -0.589 0.082
H 2.492936 0.337264 1.594746 -0.461 -0.865 0.283 -0.027
H 1.891850 -3.003520 -0.083739 0.645 0.475 -0.720 0.101
H 0.916267 -2.187564 -1.389087 -0.474 -0.958 -0.365 0.081
H 0.420749 -2.524191 0.292767 -1.986 0.188 0.882 0.047
H 3.226154 -1.118292 -1.829453 -2.070 1.687 1.485 0.148
H 2.081958 0.340628 -1.903828 -0.908 0.967 -1.418 0.006
H 3.407565 0.311256 -0.694067 -1.665 -0.702 -1.340 0.111
H -3.160705 -1.043501 -0.513507 0.527 -1.433 -0.266 0.072
```
Forces are in eV/Å.

Its SMILES is CC(C)(C)SP(S)Cl.C=CC. The LUMO energy comes out at 0.38 eV. Its calculated total energy is -50999.130 eV. For the energy above the lowest of the compared OMol25 structures with the same formula, charge and spin, the calculation gives 1.474 eV. The total charge is 0.

---

Entry 2:
ORCA calculation (wB97M-V/def2-TZVPD) on C3H3NOS2 in the gas phase in a non-equilibrium geometry.

XYZ file:
```
10
Properties=species:S:1:pos:R:3:forces:R:3:lowdin_charge:R:1
C -0.314282 0.913045 -1.579107 -0.190 0.899 1.490 -0.459
C 1.097647 1.392133 0.108393 0.269 2.135 -2.234 -0.625
C 0.703762 0.006926 0.429516 -2.122 -0.424 1.196 -0.776
N 0.214285 1.918005 -0.966176 0.625 -1.758 -0.018 0.088
O 1.942257 2.085725 0.596275 -0.255 -0.756 0.028 0.104
S -0.282155 -0.715451 -0.925977 0.966 0.777 0.531 0.918
S -0.272096 0.460670 1.962209 -0.455 -0.549 0.117 0.769
H -0.996584 1.042476 -2.376885 -0.346 0.306 -1.028 0.062
H 1.371935 -0.674804 0.852400 1.628 -0.703 -0.037 0.048
H 0.011777 -0.676257 2.618848 -0.122 0.072 -0.045 -0.129
```
Forces are in eV/Å.

Its SMILES is O=C1N=CS[C@@H]1S. The LUMO energy comes out at -0.19 eV. Its calculated total energy is -28366.567 eV. For the energy above the lowest of the compared OMol25 structures with the same formula, charge and spin, the calculation gives 1.267 eV. The total charge is 0.

---

Entry 3:
ORCA calculation (wB97M-V/def2-TZVPD) on C5H7NO as an isolated structure.

XYZ file:
```
14
Properties=species:S:1:pos:R:3:forces:R:3:lowdin_charge:R:1
O 0.613104 0.882022 -2.515388 -0.103 -0.401 0.232 0.066
C 0.419167 -0.098212 -1.835998 0.067 0.272 -0.087 -0.183
C 0.067143 -0.026181 -0.382376 0.028 0.032 -0.277 -0.336
C 1.012191 -0.125960 0.833984 0.415 -0.066 0.120 -0.108
N -0.338792 0.087636 1.497678 -0.051 -0.019 0.192 -0.026
C -0.849993 -0.916523 0.472730 -0.264 -0.340 -0.003 -0.117
C -0.561930 1.127737 0.405267 -0.150 0.412 -0.035 -0.108
H 0.513868 -1.120306 -2.262843 0.020 0.102 -0.005 0.128
H 1.464720 -1.097171 1.059032 -0.087 0.130 -0.055 0.113
H 1.718391 0.694572 0.991688 -0.114 -0.101 -0.042 0.116
H -0.536419 -1.945991 0.675314 -0.021 0.162 -0.037 0.112
H -1.929103 -0.854527 0.298655 0.164 0.019 0.012 0.113
H -1.617624 1.352752 0.224266 0.158 -0.058 0.005 0.116
H 0.025279 2.040152 0.537991 -0.060 -0.143 -0.019 0.116
```
Forces are in eV/Å.

The LUMO energy comes out at 0.74 eV. Its calculated total energy is -8832.677 eV. For the energy above the lowest of the compared OMol25 structures with the same formula, charge and spin, the calculation gives 3.526 eV. The total charge is 0.

---

Entry 4:
ORCA calculation (wB97M-V/def2-TZVPD) on C4H7NO2 in the gas phase in a non-equilibrium geometry.

XYZ file:
```
14
Properties=species:S:1:pos:R:3:forces:R:3:lowdin_charge:R:1
C 0.916874 1.602254 1.503996 -0.107 -0.090 -0.043 0.001
C -0.076171 0.817222 0.666411 -0.295 0.330 0.291 -0.557
N 0.305007 -0.145381 -0.216592 -0.697 0.340 0.536 0.071
O -1.272656 1.037661 0.784810 0.302 0.469 0.330 0.027
C -0.929102 -0.761429 -0.832466 0.148 -0.447 -0.106 -0.140
C -0.336349 -1.915012 -1.574427 0.325 -0.116 0.122 -0.279
O -0.442496 -3.075821 -1.267199 -0.068 0.608 -0.510 0.073
H 0.613438 1.430973 2.542545 0.181 0.102 -0.156 0.088
H 1.983318 1.374955 1.390930 -0.308 -0.101 -0.148 0.074
H 0.734898 2.658171 1.279029 0.137 -0.171 0.092 0.087
H 1.310204 -0.375903 -0.331618 -1.516 -0.185 -0.171 0.160
H -1.734917 -1.115609 -0.146268 1.217 0.335 0.110 0.139
H -1.446445 -0.014371 -1.469604 0.616 -0.374 0.081 0.133
H 0.374398 -1.517710 -2.329547 0.066 -0.701 -0.428 0.122
```
Forces are in eV/Å.

Its SMILES is CC(=O)NCC=O. The LUMO energy comes out at 0.70 eV. Its calculated total energy is -9845.909 eV. For the energy above the lowest of the compared OMol25 structures with the same formula, charge and spin, the calculation gives 1.370 eV. The total charge is 0.

---

Entry 5:
ORCA calculation (wB97M-V/def2-TZVPD) on C31H35AgGeN6OS as an isolated structure in a non-equilibrium geometry.

XYZ file:
```
76
Properties=species:S:1:pos:R:3:forces:R:3:lowdin_spin:R:1
Ag 12.486206 14.357104 12.210239 0.026 -0.194 -0.026 0.291
C 11.745986 14.636732 7.771898 0.386 0.221 -0.259 0.001
C 12.868920 15.215592 7.175977 0.102 0.178 0.104 -0.001
C 14.054017 15.265499 7.884084 -0.022 0.137 0.161 0.001
C 14.114271 14.749919 9.203595 -0.170 -0.118 -0.168 0.002
N 13.029841 14.177259 9.731231 0.192 0.088 0.253 0.032
C 11.893357 14.150498 9.042475 -0.127 -0.190 0.354 0.005
N 15.331503 14.775822 9.849353 0.201 0.000 -0.568 0.001
C 15.604696 14.571168 11.094775 -0.578 0.216 0.735 0.003
N 14.811841 14.445375 12.212709 0.474 -0.160 0.139 0.039
C 15.623175 14.332791 13.333915 -0.527 0.318 -1.074 0.002
N 15.366117 14.245479 14.590307 -0.034 -0.064 0.760 0.000
C 14.146019 14.265919 15.269396 0.128 -0.001 -0.298 0.002
C 14.213460 14.135096 16.677202 0.092 -0.065 0.078 0.000
C 13.058140 14.125799 17.436604 0.152 -0.043 -0.425 0.000
C 11.831326 14.263032 16.774409 0.520 -0.018 0.035 0.000
C 11.846429 14.423653 15.401155 0.254 0.090 0.041 0.002
N 12.965140 14.421676 14.662003 -0.124 -0.061 0.222 0.016
C 17.049236 14.366382 12.871992 0.102 -0.320 0.482 0.001
C 18.238516 14.232603 13.562424 -0.056 0.286 0.016 0.000
C 19.431452 14.252991 12.835455 -0.250 0.021 0.454 0.000
C 19.402753 14.385331 11.452148 0.071 0.111 -0.259 0.000
C 18.200268 14.534387 10.769086 -0.248 -0.116 -0.301 0.000
C 17.031298 14.512782 11.510898 0.248 -0.017 -0.553 0.001
H 10.790901 14.574979 7.290050 -0.273 0.058 -0.260 0.000
H 12.801314 15.667513 6.186595 0.073 -0.196 0.147 0.000
H 14.945057 15.721418 7.470263 -0.033 -0.050 0.022 0.000
H 11.047392 13.739466 9.580626 -0.108 -0.146 0.028 0.002
H 15.187731 14.029963 17.150344 -0.164 0.032 -0.222 0.000
H 13.138760 14.003843 18.518295 -0.194 0.055 -0.283 0.000
H 10.898881 14.246246 17.302709 -0.303 0.047 0.185 0.000
H 10.920170 14.589102 14.857548 0.073 -0.099 -0.080 0.001
H 18.190605 14.170772 14.640359 0.215 -0.145 0.087 0.000
H 20.378616 14.185785 13.365942 -0.103 -0.067 -0.155 0.000
H 20.328801 14.383419 10.890283 0.049 0.014 0.044 0.000
H 18.148890 14.630299 9.680675 0.070 0.003 0.392 0.000
O 10.120731 14.622434 12.024984 0.496 -0.396 0.224 0.043
N 9.686349 15.766348 11.568089 -0.263 0.061 -0.111 0.003
C 8.393961 15.752282 11.138549 0.069 0.258 -0.035 0.002
C 7.765898 16.867087 10.672716 0.184 0.791 -0.019 0.000
C 8.499628 18.083170 10.640941 -0.131 -1.037 -0.040 0.001
C 9.799609 18.057917 11.049790 0.053 0.180 -0.024 0.001
C 10.456889 16.901826 11.526843 0.270 0.009 0.154 0.003
S 12.101180 16.963766 12.028967 -0.638 -0.296 -0.116 0.014
H 7.924227 14.782343 11.214262 0.101 0.025 0.035 0.000
H 6.733287 16.807842 10.360661 0.006 -0.004 -0.038 0.000
H 8.091815 18.998842 10.258036 -0.321 0.207 -0.052 0.000
H 10.394923 18.955784 11.019227 0.105 0.078 0.010 0.000
C 14.395734 11.256337 7.529350 0.338 0.091 -0.015 0.000
C 13.856762 10.818901 8.879689 -0.657 0.331 0.053 0.000
C 14.730006 11.278213 10.025784 0.224 0.054 0.286 0.001
C 14.246338 10.932161 11.443256 -0.145 0.284 -0.425 0.064
Ge 12.518523 11.735054 12.063685 0.326 -0.360 0.470 0.309
C 10.912915 10.897082 11.263795 -0.360 -0.315 0.011 0.070
C 10.717735 9.383821 11.527239 0.299 0.400 0.021 0.022
C 11.525808 8.475513 10.623149 0.241 -0.300 -0.078 0.001
C 11.226004 6.987389 10.836163 0.286 0.068 0.104 0.001
H 13.737535 10.961545 6.701376 0.205 0.029 0.151 0.000
H 15.401656 10.837534 7.375660 -0.236 0.035 -0.143 0.000
H 14.503994 12.346272 7.521680 -0.062 -0.067 -0.117 0.000
H 13.776040 9.735625 8.922733 -0.230 -0.251 -0.067 0.000
H 12.847177 11.254629 8.993991 0.234 -0.317 0.058 0.000
H 14.839029 12.362486 9.975531 0.033 -0.067 -0.061 0.000
H 15.731869 10.864749 9.838346 0.029 0.023 0.216 0.000
H 14.953372 11.360942 12.145462 0.248 0.033 0.244 0.000
H 14.219361 9.855303 11.651827 -0.046 0.065 -0.154 0.011
H 12.480438 11.094947 13.515775 -0.062 0.269 -0.133 0.041
H 10.873444 11.079489 10.186443 -0.035 0.076 0.003 0.001
H 10.078398 11.451033 11.713813 0.096 -0.054 -0.135 0.003
H 9.670887 9.131178 11.392768 -0.411 -0.052 0.007 0.004
H 10.968041 9.135469 12.560072 -0.040 0.104 0.193 0.002
H 12.591465 8.664423 10.765871 0.014 -0.023 0.017 0.000
H 11.318071 8.728778 9.584421 -0.033 0.063 -0.200 0.000
H 11.465723 6.660488 11.859734 -0.081 0.149 -0.235 0.000
H 11.799816 6.356049 10.146950 -0.053 0.124 0.101 0.000
H 10.171601 6.789258 10.657061 -0.172 -0.071 0.033 0.000
```
Forces are in eV/Å.

The LUMO energy (alpha / beta) comes out at 2.42 / 2.26 eV. Its calculated total energy is -115054.070 eV. For the energy above the lowest of the compared OMol25 structures with the same formula, charge and spin, the calculation gives 0.000 eV. The total charge is -1. Its spin multiplicity is 2. The expectation value of S² is 0.754.

---

Entry 6:
ORCA calculation (wB97M-V/def2-TZVPD) on C5H6S in the gas phase in a non-equilibrium geometry.

XYZ file:
```
12
Properties=species:S:1:pos:R:3:forces:R:3:lowdin_charge:R:1
C -1.152264 -1.648853 0.159938 -0.698 -0.517 -0.224 -0.070
C -1.239274 -0.714261 -0.795369 1.923 -0.591 1.947 -0.498
C 0.597120 0.373437 0.737493 -2.386 -0.975 -1.757 -0.207
C 0.452520 1.358870 -0.404326 -1.926 1.329 0.683 -0.380
C 0.132238 -0.942786 0.095887 -1.455 -0.659 0.401 -0.287
S -0.928673 0.738772 -1.589333 0.409 0.257 0.420 0.902
H -1.654618 -2.627234 0.513791 0.858 1.964 -0.672 0.118
H 1.562594 0.267116 1.124520 1.595 -0.022 0.394 0.092
H -0.053826 0.737491 1.493668 -0.614 -0.168 0.959 0.099
H 0.012594 2.284619 0.042474 0.668 -0.349 -0.753 0.078
H 1.342497 1.562257 -0.930568 0.906 0.268 -0.886 0.050
H 0.929093 -1.389428 -0.448174 0.719 -0.537 -0.513 0.103
```
Forces are in eV/Å.

Its SMILES is C1=C2SCC[C@@H]12. The LUMO energy comes out at 0.93 eV. Its calculated total energy is -16113.555 eV. For the energy above the lowest of the compared OMol25 structures with the same formula, charge and spin, the calculation gives 2.983 eV. The total charge is 0.

---

Entry 7:
ORCA calculation (wB97M-V/def2-TZVPD) on a 2-piece molecular cluster, C3H7NO3 overall in a non-equilibrium geometry.

XYZ file:
```
14
Properties=species:S:1:pos:R:3:forces:R:3:lowdin_charge:R:1
C -1.358723 -0.427820 -0.612782 -0.709 -0.671 0.006 -0.207
C 0.638172 1.194376 1.366068 0.275 0.149 0.195 -0.127
C -0.029786 -0.222064 -1.337959 0.463 -0.284 0.142 -0.530
N 0.734865 -1.331104 -1.296491 -0.027 -0.247 0.048 0.183
O -0.657614 0.649455 1.215080 -0.307 -0.620 0.787 -0.139
O -1.640229 -1.474623 -0.060695 0.109 0.479 -0.587 0.029
O 0.291910 0.832125 -1.841675 -0.236 0.147 -0.020 0.063
H -0.790074 -0.138438 1.792533 0.258 0.874 -0.583 0.120
H -2.069511 0.400797 -0.743925 0.049 -0.038 0.044 0.136
H 0.335048 -2.169880 -0.903337 0.059 0.086 0.006 0.102
H 1.635346 -1.356320 -1.740169 -0.024 0.079 -0.058 0.116
H 1.413065 0.421813 1.337423 -0.041 0.050 0.007 0.087
H 0.787183 1.867512 0.523208 0.030 0.002 0.076 0.083
H 0.710348 1.754173 2.302722 0.100 -0.008 -0.063 0.082
```
Forces are in eV/Å.

Its SMILES is NC(=O)C=O.CO. The LUMO energy comes out at 0.51 eV. Its calculated total energy is -10856.512 eV. For the energy above the lowest of the compared OMol25 structures with the same formula, charge and spin, the calculation gives 1.856 eV. The total charge is 0.

---

- Which value of total charge does entry 7 give?
  0